[1]
Below is a structure of composition C42H42F9N3PPtSSi, with properties calculated with ωB97M-V/def2-TZVPD.

Its charge is +1.

Last column: Löwdin charge in e.
Cartesian coordinates (Å):
Pt -0.234 0.016 0.933  0.747
N 0.727 2.134 4.825  0.133
C 0.246 1.487 5.994  -0.244
C -0.077 2.216 7.126  -0.015
C -0.545 1.560 8.256  -0.066
C -0.730 0.186 8.241  -0.070
C -0.441 -0.538 7.092  -0.085
C 0.075 0.112 5.983  -0.452
S 0.538 -0.767 4.523  1.002
N 0.249 0.398 3.334  -0.309
C 0.417 1.638 3.578  -0.384
C 0.331 2.578 2.428  -0.188
C 0.512 3.947 2.581  0.014
C 0.499 4.786 1.484  -0.021
C 0.309 4.234 0.231  -0.015
C 0.120 2.871 0.139  -0.116
N 0.122 2.052 1.202  -0.066
H 0.839 3.127 4.918  0.116
H 0.048 3.293 7.129  0.118
H -0.775 2.129 9.146  0.112
H -1.105 -0.323 9.118  0.112
H -0.597 -1.609 7.062  0.111
H 0.661 4.379 3.559  0.114
H 0.638 5.851 1.609  0.125
H 0.294 4.839 -0.664  0.124
H -0.050 2.398 -0.814  0.081
F 5.284 -0.744 -5.209  0.152
C 5.068 0.349 -4.460  -0.588
F 6.271 0.861 -4.150  0.154
F 4.430 1.247 -5.224  0.144
C 4.290 0.010 -3.214  -0.105
C 4.754 -1.023 -2.405  0.012
C 4.073 -1.344 -1.247  -0.055
C 2.921 -0.639 -0.892  -0.347
C 2.472 0.389 -1.708  -0.080
C 3.154 0.719 -2.873  0.010
P 2.018 -0.985 0.649  1.000
C 1.764 -2.787 0.647  -0.377
C 1.512 -3.443 1.851  -0.093
C 1.112 -4.771 1.859  0.014
C 0.949 -5.445 0.660  -0.108
C 1.188 -4.802 -0.546  0.008
C 1.589 -3.476 -0.553  -0.062
C 0.481 -6.876 0.633  -0.588
F -0.752 -6.967 0.100  0.147
F 1.290 -7.641 -0.117  0.152
F 0.430 -7.416 1.858  0.147
C 3.279 -0.666 1.929  -0.346
C 3.389 0.652 2.365  -0.090
C 4.309 1.001 3.337  0.007
C 5.121 0.022 3.889  -0.106
C 5.039 -1.291 3.450  0.014
C 4.123 -1.634 2.467  -0.059
C 6.134 0.396 4.939  -0.586
F 7.318 0.708 4.383  0.154
F 5.736 1.465 5.650  0.140
F 6.350 -0.608 5.800  0.149
H 5.645 -1.570 -2.686  0.134
H 4.437 -2.147 -0.617  0.118
H 1.571 0.923 -1.437  0.059
H 2.800 1.515 -3.513  0.125
H 1.624 -2.919 2.793  0.079
H 0.925 -5.277 2.796  0.128
H 1.059 -5.337 -1.478  0.133
H 1.764 -2.979 -1.499  0.112
H 2.749 1.414 1.932  0.092
H 4.389 2.025 3.678  0.126
H 5.685 -2.045 3.879  0.131
H 4.063 -2.662 2.134  0.109
C -1.639 -1.783 0.497  -0.231
Si -2.337 -0.070 0.061  0.610
C -3.815 0.369 1.175  -0.652
C -4.914 -0.702 1.091  -0.082
C -3.306 0.429 2.623  -0.117
C -4.407 1.735 0.807  -0.093
C -2.561 0.157 -1.814  -0.644
C -1.357 -0.465 -2.534  -0.104
C -2.655 1.636 -2.217  -0.084
C -3.840 -0.557 -2.276  -0.085
H -1.458 -2.445 -0.345  0.043
H -2.229 -2.262 1.276  0.051
H -0.602 -1.807 1.019  -0.025
H -4.551 -1.684 1.402  0.078
H -5.328 -0.798 0.087  0.066
H -5.737 -0.431 1.760  0.092
H -2.811 -0.497 2.930  0.070
H -4.150 0.595 3.301  0.092
H -2.592 1.244 2.762  0.058
H -4.913 1.712 -0.159  0.071
H -3.646 2.521 0.776  0.079
H -5.150 2.026 1.556  0.091
H -0.414 -0.018 -2.211  0.044
H -1.456 -0.310 -3.613  0.094
H -1.290 -1.542 -2.364  0.073
H -1.763 2.201 -1.940  0.055
H -3.517 2.134 -1.775  0.066
H -2.755 1.707 -3.305  0.094
H -3.861 -1.607 -1.974  0.088
H -3.899 -0.527 -3.369  0.093
H -4.737 -0.073 -1.888  0.070

***

[2]
Below is the ion C42H42N2O2P with charge +1 at a distorted geometry, with properties calculated with ωB97M-V/def2-TZVPD.

Its charge is +1.

Last column: Löwdin charge in e.
Cartesian coordinates (Å):
C -6.553 -2.064 -0.408  -0.042
C -5.141 -1.585 -0.173  -0.260
C -4.072 -2.028 -0.964  -0.025
C -2.780 -1.537 -0.773  -0.071
C -2.512 -0.554 0.199  -0.308
P -0.886 0.296 0.145  1.222
C -1.159 1.519 -1.180  -0.332
C -0.092 2.371 -1.519  -0.090
C -0.303 3.515 -2.293  -0.027
C -1.576 3.829 -2.787  -0.263
C -1.847 5.092 -3.568  -0.044
C -2.617 2.939 -2.516  -0.030
C -2.417 1.791 -1.757  -0.051
C -0.969 1.350 1.643  -0.307
C -0.646 0.777 2.885  -0.100
C -0.919 1.437 4.080  -0.019
C -1.545 2.691 4.088  -0.256
C -1.959 3.362 5.375  -0.042
C -1.820 3.289 2.855  -0.027
C -1.514 2.652 1.654  -0.053
C -3.573 -0.177 1.048  -0.053
C -4.863 -0.662 0.838  -0.028
H -7.217 -1.644 0.359  0.079
H -6.920 -1.758 -1.401  0.092
H -6.616 -3.163 -0.357  0.091
H -4.260 -2.768 -1.746  0.124
H -1.977 -1.919 -1.402  0.101
H 0.915 2.156 -1.163  0.101
H 0.537 4.179 -2.514  0.122
H -2.895 5.093 -3.896  0.079
H -1.669 5.992 -2.957  0.092
H -1.205 5.164 -4.460  0.089
H -3.611 3.154 -2.906  0.117
H -3.247 1.111 -1.590  0.105
H -0.186 -0.207 2.935  0.091
H -0.660 0.960 5.029  0.127
H -2.331 4.374 5.163  0.080
H -2.759 2.793 5.879  0.093
H -1.116 3.440 6.080  0.089
H -2.291 4.271 2.830  0.118
H -1.723 3.156 0.715  0.106
H -3.394 0.515 1.865  0.105
H -5.672 -0.313 1.477  0.118
C 3.516 1.396 5.818  -0.056
O 2.799 0.768 4.725  -0.112
C 3.234 0.889 3.441  -0.248
C 2.429 0.238 2.465  0.043
C 2.757 0.324 1.134  -0.110
C 3.947 1.031 0.796  -0.172
C 4.762 1.673 1.722  -0.004
C 4.419 1.599 3.075  -0.001
N 4.078 0.996 -0.586  -0.091
C 5.234 1.546 -1.268  -0.007
C 3.027 0.290 -1.128  0.016
C 2.141 -0.123 -0.120  -0.161
C 0.885 -0.842 -0.273  -0.176
C 0.709 -1.557 -1.553  -0.197
C 0.646 -0.936 -2.802  -0.026
N 0.625 -1.884 -3.800  -0.095
C 0.682 -1.621 -5.231  -0.007
C 0.704 -3.154 -3.232  -0.172
C 0.782 -3.006 -1.812  -0.109
C 0.982 -4.151 -1.035  0.048
C 1.056 -5.418 -1.687  -0.257
O 1.343 -6.595 -1.069  -0.108
C 1.688 -6.736 0.330  -0.051
C 0.878 -5.532 -3.100  0.006
C 0.704 -4.393 -3.873  -0.007
H 2.916 1.075 6.675  0.093
H 4.553 1.025 5.908  0.098
H 3.515 2.498 5.729  0.098
H 1.553 -0.316 2.797  0.091
H 5.649 2.236 1.402  0.109
H 5.020 2.103 3.842  0.110
H 5.795 2.152 -0.550  0.076
H 5.893 0.751 -1.649  0.103
H 4.938 2.187 -2.109  0.098
H 3.017 0.070 -2.180  0.129
H 0.490 -1.361 0.645  0.110
H 0.736 0.124 -3.028  0.130
H 0.591 -2.579 -5.754  0.079
H -0.141 -0.956 -5.536  0.099
H 1.641 -1.155 -5.511  0.099
H 1.116 -4.072 0.046  0.110
H 1.742 -7.820 0.443  0.093
H 2.669 -6.292 0.551  0.096
H 0.917 -6.324 0.997  0.090
H 0.879 -6.541 -3.521  0.124
H 0.541 -4.495 -4.946  0.108

***

[3]
Below is a cluster of 8 separate species, C42H42N6O4 in total at a distorted geometry, with properties calculated with ωB97M-V/def2-TZVPD.

The SMILES is Oc1ccc(O)cc1.Oc1ccc(O)cc1.c1ccncc1.c1ccncc1.c1ccncc1.c1ccncc1.c1ccncc1.c1ccncc1.

Last column: Löwdin charge in e.
Cartesian coordinates (Å):
O 6.739 -6.666 0.947  0.087
C 5.900 -5.665 0.835  -0.397
C 5.172 -5.190 1.885  -0.015
C 4.094 -4.183 1.737  0.035
C 3.849 -3.642 0.406  -0.337
O 2.794 -2.786 0.263  -0.002
C 4.663 -4.045 -0.619  -0.022
C 5.659 -5.086 -0.456  0.043
H 7.212 -6.743 1.727  0.079
H 5.222 -5.374 2.993  0.122
H 3.586 -3.665 2.527  0.093
H 2.520 -2.928 -0.723  0.159
H 4.435 -3.761 -1.450  0.008
H 6.111 -5.462 -1.469  0.147
O 1.548 1.239 -2.572  -0.010
C 0.764 1.019 -1.480  -0.324
C 1.100 0.035 -0.544  0.002
C 0.170 -0.269 0.638  0.044
C -1.085 0.532 0.845  -0.294
O -2.019 0.104 1.792  -0.015
C -1.391 1.487 -0.165  -0.009
C -0.422 1.812 -1.213  0.002
H 2.520 0.987 -2.287  0.122
H 1.993 -0.526 -0.551  0.058
H 0.542 -0.994 1.392  0.086
H -1.824 -0.595 2.393  0.050
H -2.438 2.201 -0.199  0.165
H -0.791 2.426 -1.739  -0.040
C -2.739 -2.940 -0.499  -0.110
C -3.119 -3.281 -1.731  -0.173
C -2.458 -4.225 -2.401  -0.196
N -1.413 -4.991 -1.979  0.048
C -1.055 -4.695 -0.687  -0.159
C -1.633 -3.627 0.009  -0.104
H -3.272 -2.088 0.183  0.163
H -4.076 -2.814 -2.203  0.136
H -2.850 -4.265 -3.506  0.136
H -0.072 -5.339 -0.402  0.145
H -1.331 -3.439 1.086  0.103
C 6.734 0.581 -3.760  -0.060
C 5.837 1.439 -4.447  -0.099
C 4.841 2.145 -3.815  -0.120
N 4.584 1.931 -2.456  0.022
C 5.365 1.096 -1.754  -0.084
C 6.429 0.250 -2.423  0.008
H 7.392 0.114 -4.489  0.101
H 5.899 1.682 -5.571  0.129
H 4.377 3.030 -4.114  0.087
H 5.198 1.020 -0.739  0.073
H 6.894 -0.290 -1.797  0.011
C -4.887 4.444 -2.372  -0.059
C -5.054 4.375 -1.006  -0.082
C -3.924 4.451 -0.208  -0.154
N -2.678 4.732 -0.656  0.039
C -2.460 4.898 -1.972  -0.138
C -3.587 4.823 -2.888  -0.037
H -5.399 4.104 -3.191  0.069
H -5.997 4.091 -0.746  0.073
H -4.359 4.447 0.766  0.097
H -1.373 4.943 -2.212  0.111
H -3.320 4.755 -3.963  0.096
C -0.733 4.228 5.955  -0.163
C -0.702 3.325 4.952  -0.110
C -1.733 3.324 3.986  -0.185
N -2.602 4.257 3.995  0.029
C -2.572 5.262 4.907  -0.123
C -1.699 5.128 6.008  -0.123
H 0.069 4.000 6.778  0.146
H 0.160 2.567 4.719  0.131
H -1.727 2.504 3.068  0.151
H -3.357 6.105 4.865  0.126
H -1.820 6.043 6.726  0.136
C -2.306 1.118 -5.577  -0.053
C -1.915 0.893 -4.221  -0.046
C -2.739 0.157 -3.307  -0.144
N -3.836 -0.350 -3.735  0.020
C -4.301 -0.148 -4.895  -0.212
C -3.594 0.555 -5.891  -0.080
H -1.730 1.545 -6.403  0.099
H -0.889 1.145 -3.965  0.080
H -2.448 -0.039 -2.175  0.137
H -5.270 -0.642 -5.381  0.138
H -3.874 0.642 -6.962  0.098
C -1.821 -0.988 6.124  -0.091
C -0.495 -0.552 5.720  -0.011
C 0.154 -1.291 4.715  -0.195
N -0.333 -2.323 4.097  0.053
C -1.689 -2.561 4.383  -0.143
C -2.391 -1.940 5.421  -0.148
H -2.349 -0.402 6.777  0.080
H -0.027 0.269 6.358  0.119
H 1.075 -1.312 4.378  0.054
H -2.290 -3.568 3.872  0.165
H -3.357 -2.595 5.725  0.156

***

[4]
Below is a structure of composition C42H42N8O2PS3Ti at a distorted geometry, with properties calculated with ωB97M-V/def2-TZVPD.

Its charge is +3.

Last column: Löwdin charge in e.
Cartesian coordinates (Å):
Ti 0.265 0.052 -0.159  1.071
C -1.080 -5.264 1.076  0.018
N -0.288 -4.104 0.625  -0.086
C 0.991 -4.166 0.126  0.010
C 1.355 -2.893 -0.174  -0.090
N 0.312 -2.054 0.151  -0.031
C -0.672 -2.817 0.626  -0.429
P -2.337 -2.217 1.051  1.223
C -2.552 -1.242 -0.477  -0.427
N -1.671 -0.368 -0.970  -0.031
C -2.194 0.109 -2.153  -0.085
C -3.400 -0.478 -2.360  0.006
N -3.608 -1.330 -1.301  -0.088
C -4.797 -2.185 -1.124  0.017
C -1.807 -0.814 2.081  -0.434
N -0.932 0.110 1.699  -0.030
C -0.854 1.022 2.726  -0.088
C -1.691 0.636 3.726  -0.002
N -2.286 -0.526 3.307  -0.093
C -3.283 -1.297 4.074  0.016
H -0.449 -6.144 1.026  0.105
H -1.406 -5.123 2.102  0.097
H -1.940 -5.410 0.428  0.098
H 1.521 -5.098 0.016  0.147
H 2.266 -2.537 -0.625  0.099
H -1.671 0.813 -2.781  0.060
H -4.107 -0.378 -3.168  0.146
H -5.470 -2.003 -1.955  0.105
H -4.513 -3.233 -1.124  0.097
H -5.307 -1.937 -0.197  0.097
H -0.228 1.897 2.681  0.113
H -1.905 1.080 4.685  0.144
H -3.409 -0.822 5.040  0.104
H -4.238 -1.303 3.557  0.099
H -2.936 -2.315 4.227  0.097
N -1.253 4.042 -0.253  0.178
C -1.360 2.723 -0.123  -0.128
N -0.188 2.119 -0.229  0.010
C 0.760 3.146 -0.455  -0.232
C 2.133 3.102 -0.698  -0.036
C 2.775 4.300 -0.926  -0.042
C 2.081 5.525 -0.914  -0.038
C 0.723 5.577 -0.687  0.023
C 0.088 4.359 -0.468  -0.172
H -2.025 4.690 -0.228  0.185
H -2.297 2.222 0.060  0.149
H 2.670 2.165 -0.752  0.094
H 3.838 4.302 -1.137  0.123
H 2.624 6.443 -1.097  0.124
H 0.181 6.515 -0.694  0.130
O 1.044 0.012 -1.647  -0.216
C 1.649 -0.085 -3.004  -0.442
C 1.679 1.297 -3.603  -0.493
C 2.693 1.911 -4.273  -0.085
C 2.315 3.173 -4.823  -0.135
C 1.020 3.488 -4.560  -0.353
S 0.243 2.251 -3.672  1.069
C 0.747 -1.006 -3.796  -0.540
C 0.066 -2.105 -3.356  -0.147
C -0.591 -2.801 -4.409  -0.155
C -0.379 -2.211 -5.619  -0.364
S 0.600 -0.822 -5.493  1.118
C 3.021 -0.683 -2.787  -0.467
C 4.103 -0.120 -2.165  -0.122
C 5.227 -0.989 -2.113  -0.156
C 4.968 -2.193 -2.698  -0.366
S 3.374 -2.284 -3.294  1.113
H 3.671 1.472 -4.416  0.130
H 2.981 3.802 -5.399  0.121
H 0.467 4.369 -4.856  0.085
H 0.049 -2.424 -2.321  0.091
H -1.179 -3.702 -4.279  0.111
H -0.742 -2.525 -6.588  0.086
H 4.115 0.894 -1.787  0.112
H 6.186 -0.720 -1.690  0.116
H 5.639 -3.030 -2.832  0.084
C 7.405 0.764 4.408  -0.008
C 6.090 0.830 3.700  -0.184
C 5.594 -0.288 3.016  0.026
C 4.387 -0.261 2.365  -0.150
C 3.916 -1.486 1.642  -0.015
C 3.621 0.947 2.404  -0.089
C 2.408 1.119 1.750  -0.112
O 1.762 0.281 1.029  -0.145
C 4.114 2.100 3.111  -0.157
C 3.351 3.403 3.186  -0.016
C 5.332 2.009 3.733  0.025
H 8.010 -0.075 4.071  0.092
H 7.230 0.643 5.482  0.113
H 7.966 1.690 4.282  0.100
H 6.188 -1.195 2.992  0.133
H 4.664 -2.274 1.700  0.099
H 3.726 -1.269 0.593  0.063
H 2.985 -1.856 2.079  0.095
H 1.944 2.094 1.851  0.103
H 2.346 3.268 3.592  0.091
H 3.266 3.879 2.204  0.088
H 3.871 4.099 3.839  0.094
H 5.722 2.867 4.269  0.137

***

| no. | gap between HOMO and LUMO (eV) | HOMO level (eV) |
| --- | --- | --- |
| 1 | 7.008 | -10.5 |
| 2 | 7.240 | -9.8 |
| 3 | 8.156 | -7.8 |
| 4 | 6.636 | -15.1 |